(1)
Formula: C9H14
Source: the OMol25 dataset
Level of theory: wB97M-V/def2-TZVPD

Calculated values
lowest unoccupied orbital energy	1.014	eV
2S+1	1
HOMO-LUMO gap	10.0	eV
DFT total energy	-9558.84039	eV
energy above the lowest of the compared OMol25 structures with the same formula, charge and spin	30.9	kcal per mole
SMILES	Cc1ccccc1.CC

Last column: Mulliken charge in e.
Geometry (Å):
C  -2.08049  0.37698  -1.69491  -1.331
C  -0.64618  0.26340  -1.38872  0.751
C  0.15871  -0.60323  -2.11742  -0.428
C  1.53322  -0.64765  -1.93394  -0.368
C  2.17027  0.23055  -1.09689  -0.564
C  1.37703  1.18844  -0.43572  -0.408
C  -0.01085  1.14277  -0.49452  -0.508
H  -2.79774  -0.48232  -1.71777  0.317
H  -2.29217  0.75444  -2.70201  0.318
H  -2.52323  1.13303  -0.96036  0.290
H  -0.24192  -1.16087  -2.98208  0.319
H  1.92659  -1.49751  -2.49808  0.337
H  3.22151  0.26321  -0.92717  0.429
H  1.88057  1.99570  0.08160  0.351
H  -0.46253  1.97357  0.06820  0.457
C  -0.46825  0.05263  2.75388  -0.605
C  0.21904  -1.30724  2.45251  -0.824
H  0.14115  0.43059  3.59371  0.292
H  -0.32819  0.89688  1.94205  0.062
H  -1.52530  -0.06889  3.01039  0.302
H  1.18119  -1.09890  2.02001  0.268
H  -0.54755  -1.76451  1.79975  0.191
H  0.11508  -2.07108  3.22748  0.351

***

(2)
Formula: C31H48BIrN6S3
Source: the OMol25 dataset
Level of theory: wB97M-V/def2-TZVPD

Calculated values
lowest unoccupied orbital energy (spin up / spin down)	-8.026 / -7.840	eV
2S+1	1
HOMO-LUMO gap (spin up / spin down)	5.6 / 5.8	eV
DFT total energy	-77876.86714	eV
total charge	+2
energy above the lowest of the compared OMol25 structures with the same formula, charge and spin	13.2	kcal per mole

Last column: Mulliken charge in e.
Geometry (Å):
Ir  1.00678  0.84984  -2.93986  -0.259
C  -3.51341  -1.80854  -3.00581  -2.057
C  -2.45746  -1.80643  -1.95281  0.547
C  -2.40986  -2.69741  -0.91827  -0.327
C  -1.36943  -2.65834  0.04311  -0.172
N  -0.44639  -1.72771  -0.00516  -0.700
N  -0.49729  -0.85296  -1.00956  0.743
B  0.43169  0.38509  -0.96287  0.473
N  1.68383  0.14085  -0.06369  0.397
N  1.48097  0.23738  1.25101  -0.203
C  2.48597  -0.03824  2.04684  0.028
C  3.73931  -0.44996  1.52592  -0.569
C  3.95260  -0.51792  0.17673  0.281
C  5.25738  -0.91479  -0.43260  -1.872
C  2.84283  -0.16880  -0.62969  0.983
S  2.96404  -0.14470  -2.38456  -0.547
C  2.27626  0.08392  3.54380  2.326
C  3.31430  1.06434  4.10909  -1.810
C  0.87153  0.59121  3.85785  -1.641
C  2.47030  -1.30712  4.16946  -1.563
N  -0.43919  1.54900  -0.35362  0.542
N  -1.37848  1.21555  0.51887  0.046
C  -2.11119  2.17997  1.03706  -0.395
C  -1.85140  3.53473  0.72187  -0.335
C  -0.89383  3.87387  -0.19913  0.347
C  -0.60682  5.27637  -0.62109  -1.822
C  -0.21666  2.78604  -0.78478  0.663
S  0.89905  2.92745  -2.13726  -0.554
C  -3.23653  1.72885  1.95664  2.248
C  -4.11886  0.74034  1.17992  -1.502
C  -2.62404  1.01765  3.17113  -1.249
C  -4.08789  2.90839  2.42367  -2.322
C  -1.40697  -0.85958  -1.99043  0.910
S  -1.22363  0.28619  -3.28457  -0.542
C  -1.26310  -3.63025  1.21266  2.347
C  -2.19311  -4.82865  1.02949  -2.224
C  -1.64707  -2.86406  2.48698  -1.290
C  0.18507  -4.12344  1.32963  -1.538
H  -4.24097  -2.59511  -2.82180  0.411
H  -3.06985  -1.96444  -3.99149  0.417
H  -4.03310  -0.84884  -3.03314  0.408
H  -3.17484  -3.45748  -0.84325  0.500
H  4.54102  -0.69949  2.20779  0.459
H  5.98123  -1.15983  0.34079  0.402
H  5.66084  -0.10429  -1.04170  0.420
H  5.13486  -1.78184  -1.08317  0.412
H  3.20816  2.05420  3.66200  0.391
H  4.33863  0.72398  3.95213  0.351
H  3.16609  1.16266  5.18436  0.473
H  0.68982  1.56922  3.41002  0.365
H  0.75721  0.68100  4.93828  0.531
H  0.11159  -0.09402  3.48613  -0.127
H  3.47437  -1.69993  4.00404  0.399
H  1.74959  -2.02273  3.76760  0.202
H  2.31826  -1.24209  5.24685  0.490
H  -2.44112  4.31299  1.18429  0.608
H  -1.18241  5.98330  -0.02892  0.394
H  -0.86144  5.41399  -1.67404  0.406
H  0.45282  5.51024  -0.50860  0.386
H  -3.54075  -0.12793  0.86070  0.137
H  -4.56178  1.20980  0.29892  0.384
H  -4.93052  0.39765  1.82206  0.465
H  -2.03208  0.16052  2.85142  -0.096
H  -3.42158  0.66414  3.82542  0.527
H  -1.98562  1.68821  3.74902  0.363
H  -4.55825  3.43300  1.58987  0.494
H  -3.51086  3.62407  3.01256  0.458
H  -4.88594  2.53593  3.06513  0.407
H  -3.24566  -4.54052  1.03902  0.428
H  -2.04611  -5.52277  1.85658  0.423
H  -1.98334  -5.37038  0.10513  0.464
H  -2.68887  -2.53665  2.45600  0.370
H  -1.01068  -1.98725  2.61163  -0.150
H  -1.52145  -3.50945  3.35721  0.499
H  0.48407  -4.68326  0.44135  0.386
H  0.27282  -4.78689  2.19032  0.462
H  0.87590  -3.29126  1.46220  0.105
C  1.47904  0.70367  -7.12971  -1.619
C  1.68256  1.05653  -5.62950  1.158
C  3.04577  1.71469  -5.43450  -1.409
C  1.45957  -0.22512  -4.88333  -1.493
H  1.58959  1.61282  -7.72053  0.418
H  0.49276  0.28394  -7.32026  0.411
H  2.23641  -0.01221  -7.44839  0.397
H  0.87201  1.76930  -5.39211  0.104
H  3.84188  1.03814  -5.75032  0.354
H  3.24642  2.01118  -4.40342  0.304
H  3.10931  2.61174  -6.04933  0.440
H  2.27728  -0.93585  -4.81704  0.660
H  0.50800  -0.70540  -5.09023  0.465

***

(3)
Formula: C4H11N3O2
Source: the OMol25 dataset
Level of theory: wB97M-V/def2-TZVPD

Calculated values
lowest unoccupied orbital energy	0.505	eV
2S+1	1
HOMO-LUMO gap	9.5	eV
DFT total energy	-12891.78503	eV
energy above the lowest of the compared OMol25 structures with the same formula, charge and spin	24.1	kcal per mole
SMILES	[H]/N=C(\N)NC.CC(=O)O

Last column: Mulliken charge in e.
Geometry (Å):
H  2.95700  0.93155  3.45761  0.207
N  2.55007  0.82217  2.53779  -0.667
C  1.37264  1.29536  2.50261  0.527
N  0.78320  1.95218  3.58853  -0.462
N  0.58388  1.30667  1.36156  -0.320
C  0.99992  0.35272  0.31688  -0.626
H  1.35467  2.52012  4.19595  0.224
H  -0.13513  2.36778  3.47297  0.191
H  -0.38284  1.16817  1.61676  0.260
H  1.64104  -0.41667  0.74117  0.275
H  1.54674  0.89084  -0.45773  0.230
H  0.11260  -0.00534  -0.20108  0.148
C  -0.93648  -1.47499  -3.13180  -0.734
C  -2.27624  -1.36102  -2.48213  0.639
O  -2.67064  -0.41362  -1.87060  -0.513
O  -3.11472  -2.39995  -2.71588  -0.466
H  -0.62919  -2.38001  -3.65434  0.359
H  -0.11338  -1.20924  -2.47081  0.160
H  -1.00943  -0.72788  -3.91502  0.233
H  -2.63371  -3.21881  -2.89247  0.336

***

(4)
Formula: C6H12N2O
Source: the OMol25 dataset
Level of theory: wB97M-V/def2-TZVPD

Calculated values
lowest unoccupied orbital energy	0.326	eV
2S+1	1
HOMO-LUMO gap	8.6	eV
DFT total energy	-11439.02089	eV
energy above the lowest of the compared OMol25 structures with the same formula, charge and spin	130.3	kcal per mole

Last column: Mulliken charge in e.
Geometry (Å):
C  0.87587  -0.44449  -0.86016  -1.094
C  0.73924  -1.15518  1.84326  -1.342
C  -1.84130  -0.02520  -1.76849  -1.266
C  -0.99520  0.28055  0.73641  0.445
C  0.47721  0.11583  1.03724  0.880
C  -1.18471  -0.13342  -0.48048  0.197
N  1.17316  0.73110  -1.63980  -0.551
O  -1.86350  0.85493  1.61478  -0.574
N  1.22497  1.19658  1.25795  -0.929
H  -1.37719  1.04289  2.43102  0.350
H  0.66430  2.04888  1.28614  0.256
H  1.86151  0.52714  -2.35688  0.220
H  1.57842  1.41838  -1.00016  0.271
H  1.77051  -0.91270  -0.43715  0.547
H  0.48988  -1.24571  -1.49522  0.500
H  0.39249  -2.04753  1.31941  0.386
H  1.81019  -1.24034  2.03078  0.419
H  0.21296  -1.10189  2.79986  0.288
H  -2.11487  -0.99769  -2.18503  0.281
H  -2.73936  0.59783  -1.67611  0.388
H  -1.15459  0.49005  -2.45737  0.328